Entry 1:
DFT (ωB97M-V with the def2-TZVPD basis set) results for C4H6O in the gas phase.

Output
Spin multiplicity = 1
HOMO energy = -9.6 eV
SMILES = O=C1CCC1
Gap between HOMO and LUMO = 10.61 eV
LUMO level = 1.05 eV
Energy above the lowest of the compared OMol25 structures with the same formula, charge and spin = 5.3 kJ/mol
F_max = 0.60 eV/Å

Positions of all 11 atoms, in Å:
O  -2.35  0.04  -0.12
C  -1.15  0.02  -0.09
C  -0.07  1.10  -0.14
C  0.98  -0.01  0.14
C  -0.12  -1.11  0.08
H  0.01  1.56  -1.13
H  -0.18  1.90  0.60
H  1.45  0.09  1.13
H  1.76  -0.11  -0.61
H  -0.26  -1.73  0.96
H  -0.06  -1.74  -0.82

The molecule's natural (NBO) atomic charges, reported in e, are given here: number 1, O, carries -0.5123; number 2, C, carries 0.6160; number 3, C, carries -0.5314; number 4, C, carries -0.4019; number 5, C, carries -0.5299; number 6, H, carries 0.2348; number 7, H, carries 0.2345; number 8, H, carries 0.2107; number 9, H, carries 0.2105; number 10, H, carries 0.2344; number 11, H, carries 0.2345



Entry 2:
DFT (ωB97M-V with the def2-TZVPD basis set) results for C4H6N4 as an isolated structure.

Output
Spin multiplicity = 1
HOMO energy (alpha / beta) = -8.8 / -8.8 eV
Gap between HOMO and LUMO (alpha / beta) = 8.97 / 8.97 eV
LUMO level (alpha / beta) = 0.16 / 0.16 eV
Energy above the lowest of the compared OMol25 structures with the same formula, charge and spin = 500.5 kJ/mol
F_max = 0.59 eV/Å

Positions of all 14 atoms, in Å:
C  1.64  -0.20  -0.07
N  0.28  -0.38  -0.56
C  -0.81  0.72  -0.14
C  -1.17  -0.72  0.56
N  -0.53  1.78  0.57
N  -1.16  -1.48  1.49
C  -1.69  0.95  -1.29
N  -2.35  1.08  -2.22
H  0.21  -0.60  -1.55
H  0.10  1.57  1.35
H  -0.49  -2.22  1.68
H  2.03  0.79  -0.31
H  1.66  -0.34  1.01
H  2.29  -0.96  -0.52

The molecule's natural (NBO) atomic charges, reported in e, are given here: number 1, C, carries -0.4365; number 2, N, carries -0.5948; number 3, C, carries 0.1706; number 4, C, carries 0.4792; number 5, N, carries -0.7674; number 6, N, carries -0.6110; number 7, C, carries 0.2599; number 8, N, carries -0.2831; number 9, H, carries 0.4051; number 10, H, carries 0.3342; number 11, H, carries 0.4063; number 12, H, carries 0.2200; number 13, H, carries 0.1986; number 14, H, carries 0.2189



Entry 3:
DFT (ωB97M-V with the def2-TZVPD basis set) results for H22HeO11 as an isolated structure at a distorted geometry.

Output
Spin multiplicity = 1
HOMO energy = -10.4 eV
Gap between HOMO and LUMO = 10.20 eV
LUMO level = -0.16 eV
Energy above the lowest of the compared OMol25 structures with the same formula, charge and spin = 54.4 kJ/mol
F_max = 1.30 eV/Å

Positions of all 34 atoms, in Å:
He  8.60  -8.85  12.66
O  5.96  -9.32  11.95
H  5.07  -9.19  11.61
H  5.91  -10.14  12.43
O  8.05  -10.08  10.52
H  7.75  -10.50  9.72
H  7.24  -9.77  10.94
O  9.91  -6.36  15.70
H  10.56  -6.86  15.20
H  9.34  -5.97  15.03
O  7.56  -7.83  15.68
H  7.38  -8.20  16.54
H  8.44  -7.45  15.75
O  11.40  -8.63  11.35
H  11.08  -8.06  10.66
H  11.53  -9.48  10.92
O  8.98  -10.59  15.08
H  9.81  -10.56  15.54
H  8.66  -9.69  15.09
O  8.55  -5.90  13.17
H  7.79  -5.41  13.47
H  8.23  -6.42  12.43
O  5.14  -7.42  14.20
H  5.91  -7.64  14.72
H  5.41  -7.58  13.29
O  7.00  -6.74  11.12
H  6.87  -7.66  11.37
H  7.64  -6.79  10.40
O  9.53  -11.59  12.59
H  9.17  -11.40  13.46
H  9.08  -10.99  12.00
O  11.64  -7.75  14.10
H  11.33  -8.31  13.39
H  12.16  -7.07  13.67

The molecule's natural (NBO) atomic charges, reported in e, are given here: number 1, He, carries 0.0014; number 2, O, carries -0.9659; number 3, H, carries 0.4987; number 4, H, carries 0.5084; number 5, O, carries -0.9778; number 6, H, carries 0.4730; number 7, H, carries 0.4805; number 8, O, carries -0.9880; number 9, H, carries 0.4998; number 10, H, carries 0.4881; number 11, O, carries -0.9974; number 12, H, carries 0.4761; number 13, H, carries 0.5054; number 14, O, carries -0.9559; number 15, H, carries 0.4744; number 16, H, carries 0.4872; number 17, O, carries -0.9627; number 18, H, carries 0.4815; number 19, H, carries 0.4924; number 20, O, carries -0.9827; number 21, H, carries 0.4765; number 22, H, carries 0.4902; number 23, O, carries -0.9644; number 24, H, carries 0.4941; number 25, H, carries 0.4576; number 26, O, carries -0.9475; number 27, H, carries 0.4845; number 28, H, carries 0.4788; number 29, O, carries -0.9884; number 30, H, carries 0.4857; number 31, H, carries 0.4758; number 32, O, carries -0.9661; number 33, H, carries 0.5068; number 34, H, carries 0.4798



Entry 4:
DFT (ωB97M-V with the def2-TZVPD basis set) results for C19H27CoN2 as an isolated structure at a distorted geometry.

Output
Spin multiplicity = 5
HOMO energy (alpha / beta) = -15.1 / -16.6 eV
Net charge = +2
Gap between HOMO and LUMO (alpha / beta) = 5.98 / 6.37 eV
LUMO level (alpha / beta) = -9.13 / -10.23 eV
Energy above the lowest of the compared OMol25 structures with the same formula, charge and spin = 208.1 kJ/mol
F_max = 3.78 eV/Å

Positions of all 49 atoms, in Å:
C  -2.09  -0.58  -0.55
H  -2.53  0.38  -0.27
H  -2.22  -0.76  -1.62
H  0.23  -1.23  1.36
C  -2.66  -1.70  0.30
H  -1.94  -2.51  0.47
H  -2.93  -1.34  1.29
C  -3.89  -2.28  -0.42
H  -4.35  -3.10  0.13
H  -4.61  -1.47  -0.54
H  -3.60  -2.60  -1.43
C  2.10  0.04  -0.20
C  1.64  -1.31  0.04
C  0.87  -1.71  -1.13
C  0.84  -0.59  -2.02
C  1.57  0.48  -1.43
C  1.75  1.81  -2.05
C  0.20  -0.61  -3.35
C  0.41  -3.09  -1.43
C  2.02  -2.23  1.15
C  2.94  0.83  0.74
Co  -0.40  -0.63  0.18
H  -0.10  0.40  -3.66
H  0.90  -1.00  -4.11
H  -0.69  -1.25  -3.36
H  0.93  2.02  -2.76
H  1.75  2.62  -1.30
H  2.69  1.86  -2.61
H  2.84  0.47  1.78
H  4.00  0.76  0.46
H  2.66  1.89  0.74
H  1.24  -2.99  1.29
H  2.96  -2.77  1.00
H  2.07  -1.68  2.09
H  -0.51  -3.06  -2.02
H  1.13  -3.68  -2.00
H  0.19  -3.64  -0.51
N  -0.49  5.66  4.19
C  -0.44  4.72  3.50
C  -0.43  3.54  2.65
C  -0.70  3.64  1.28
C  -0.66  2.51  0.48
N  -0.46  1.28  1.02
C  -0.19  1.17  2.33
C  -0.21  2.27  3.18
H  -0.91  4.62  0.84
H  -0.88  2.58  -0.60
H  -0.02  0.15  2.70
H  -0.01  2.11  4.23

The molecule's natural (NBO) atomic charges, reported in e, are given here: number 1, C, carries -0.6591; number 2, H, carries 0.2455; number 3, H, carries 0.2327; number 4, H, carries 0.0346; number 5, C, carries -0.4723; number 6, H, carries 0.2104; number 7, H, carries 0.2362; number 8, C, carries -0.5788; number 9, H, carries 0.2510; number 10, H, carries 0.2286; number 11, H, carries 0.2114; number 12, C, carries 0.1242; number 13, C, carries -0.0671; number 14, C, carries 0.0073; number 15, C, carries -0.0010; number 16, C, carries 0.1562; number 17, C, carries -0.7007; number 18, C, carries -0.6768; number 19, C, carries -0.6821; number 20, C, carries -0.6596; number 21, C, carries -0.6951; number 22, Co, carries 1.1859; number 23, H, carries 0.2511; number 24, H, carries 0.2851; number 25, H, carries 0.2472; number 26, H, carries 0.2490; number 27, H, carries 0.2495; number 28, H, carries 0.2878; number 29, H, carries 0.2515; number 30, H, carries 0.2971; number 31, H, carries 0.2570; number 32, H, carries 0.2384; number 33, H, carries 0.2632; number 34, H, carries 0.2319; number 35, H, carries 0.2526; number 36, H, carries 0.2982; number 37, H, carries 0.2507; number 38, N, carries -0.1403; number 39, C, carries 0.2017; number 40, C, carries -0.0514; number 41, C, carries -0.1729; number 42, C, carries 0.0386; number 43, N, carries -0.5727; number 44, C, carries 0.0492; number 45, C, carries -0.1833; number 46, H, carries 0.2702; number 47, H, carries 0.2319; number 48, H, carries 0.2165; number 49, H, carries 0.2708



Entry 5:
DFT (ωB97M-V with the def2-TZVPD basis set) results for a 4-piece molecular cluster, C4H6Cl10 overall.

Output
Spin multiplicity = 1
HOMO energy = -10.8 eV
SMILES = ClC(Cl)Cl.ClC(Cl)Cl.ClCCl.ClCCl
Gap between HOMO and LUMO = 11.20 eV
LUMO level = 0.40 eV
Energy above the lowest of the compared OMol25 structures with the same formula, charge and spin = 7.8 kJ/mol
F_max = 0.31 eV/Å

Positions of all 20 atoms, in Å:
Cl  0.27  1.77  -4.46
C  1.11  2.39  -3.04
Cl  0.74  4.10  -2.80
Cl  2.84  2.13  -3.17
H  0.75  1.85  -2.18
Cl  1.51  -2.45  1.40
C  0.58  -0.95  1.31
Cl  -1.09  -1.29  0.82
Cl  1.36  0.20  0.24
H  0.54  -0.54  2.31
Cl  1.74  -3.45  -2.51
C  0.11  -2.80  -2.42
Cl  0.09  -1.05  -2.71
H  -0.52  -3.27  -3.17
H  -0.29  -2.98  -1.43
Cl  -1.46  0.91  5.94
C  -2.09  1.25  4.32
Cl  -0.83  1.81  3.22
H  -2.52  0.35  3.91
H  -2.83  2.03  4.43

The molecule's natural (NBO) atomic charges, reported in e, are given here: number 1, Cl, carries 0.0239; number 2, C, carries -0.2917; number 3, Cl, carries 0.0157; number 4, Cl, carries 0.0273; number 5, H, carries 0.2288; number 6, Cl, carries 0.0210; number 7, C, carries -0.2873; number 8, Cl, carries 0.0018; number 9, Cl, carries 0.0272; number 10, H, carries 0.2362; number 11, Cl, carries -0.0148; number 12, C, carries -0.3996; number 13, Cl, carries -0.0384; number 14, H, carries 0.2224; number 15, H, carries 0.2233; number 16, Cl, carries -0.0196; number 17, C, carries -0.3946; number 18, Cl, carries -0.0309; number 19, H, carries 0.2241; number 20, H, carries 0.2251



Entry 6:
DFT (ωB97M-V with the def2-TZVPD basis set) results for a 10-piece molecular cluster, C26H72N4O10 overall at a distorted geometry.

Output
Spin multiplicity = 1
HOMO energy = -8.3 eV
SMILES = NC(N)=O.NC(N)=O.CC(C)O.CC(C)O.CC(C)O.CC(C)O.CC(C)O.CC(C)O.CC(C)O.CC(C)O
Gap between HOMO and LUMO = 8.30 eV
LUMO level = 0.03 eV
Energy above the lowest of the compared OMol25 structures with the same formula, charge and spin = 1133.5 kJ/mol
F_max = 11.51 eV/Å

Positions of all 112 atoms, in Å:
N  0.74  -0.24  -0.34
C  -0.40  -0.64  -0.73
N  -1.25  0.30  -0.91
O  -0.65  -1.88  -1.01
H  1.49  -0.95  -0.03
H  0.97  0.70  -0.17
H  -2.23  0.02  -0.98
H  -1.05  1.24  -0.74
N  3.86  -1.95  -0.97
C  2.68  -2.57  -0.67
N  2.28  -2.18  0.49
O  1.92  -3.52  -1.44
H  4.17  -2.15  -1.91
H  4.42  -1.26  -0.50
H  1.38  -2.59  0.81
H  2.85  -1.71  1.16
C  6.45  1.57  0.30
C  5.09  1.06  0.66
C  3.97  1.74  -0.14
O  4.99  -0.17  0.73
H  7.07  0.70  0.00
H  6.95  2.09  1.04
H  6.36  2.23  -0.48
H  5.00  1.43  1.67
H  4.20  1.72  -1.16
H  4.01  2.83  0.02
H  2.96  1.51  0.11
H  5.06  -0.40  1.70
C  -0.76  -6.38  0.01
C  -1.12  -5.13  -0.75
C  -1.43  -5.46  -2.20
O  -1.99  -4.34  -0.34
H  -0.17  -6.12  0.89
H  -0.27  -7.19  -0.58
H  -1.67  -6.67  0.46
H  -0.14  -4.55  -0.77
H  -0.47  -5.79  -2.63
H  -1.87  -4.61  -2.65
H  -2.12  -6.25  -2.45
H  -2.00  -3.53  -0.83
C  0.59  2.45  1.80
C  0.53  1.20  2.74
C  1.90  0.69  2.95
O  -0.02  1.56  3.78
H  0.60  3.34  2.51
H  -0.23  2.58  1.14
H  1.58  2.46  1.32
H  -0.06  0.41  2.40
H  1.98  -0.12  3.64
H  2.62  1.50  3.28
H  2.40  0.32  2.08
H  -0.15  2.53  3.71
C  1.04  -2.44  3.65
C  -0.16  -2.83  2.71
C  -1.22  -1.78  2.38
O  0.18  -3.47  1.69
H  1.83  -2.01  3.03
H  1.45  -3.23  4.33
H  0.67  -1.67  4.20
H  -0.63  -3.55  3.30
H  -1.40  -1.06  3.22
H  -2.21  -2.18  2.20
H  -1.01  -1.10  1.58
H  -0.58  -3.73  1.15
C  1.69  2.11  -2.53
C  2.37  0.82  -3.00
C  1.40  -0.06  -3.79
O  3.40  0.90  -3.72
H  1.53  2.84  -3.27
H  2.27  2.59  -1.81
H  0.62  2.04  -2.12
H  2.63  0.21  -2.17
H  0.46  -0.17  -3.22
H  1.99  -0.98  -3.66
H  1.29  0.17  -4.85
H  3.27  1.46  -4.48
C  -1.22  4.84  -2.79
C  -1.44  4.31  -1.41
C  -2.41  3.15  -1.43
O  -0.32  4.01  -0.84
H  -2.16  4.87  -3.27
H  -0.48  4.27  -3.37
H  -0.83  5.89  -2.76
H  -1.90  5.10  -0.83
H  -3.45  3.30  -1.73
H  -2.48  2.79  -0.41
H  -2.05  2.31  -2.07
H  -0.03  4.69  -0.24
C  -2.96  1.33  1.99
C  -2.93  2.50  2.96
C  -2.89  3.86  2.20
O  -4.02  2.53  3.60
H  -1.99  1.23  1.59
H  -3.64  1.41  1.15
H  -3.19  0.40  2.54
H  -2.17  2.48  3.76
H  -3.46  4.65  2.76
H  -3.39  3.87  1.29
H  -1.98  4.41  1.90
H  -4.72  2.76  2.99
C  -3.34  -1.17  -2.73
C  -4.17  -0.91  -1.46
C  -3.79  -1.81  -0.31
O  -4.20  0.26  -1.03
H  -2.34  -0.79  -2.78
H  -3.76  -0.60  -3.53
H  -3.36  -2.18  -2.97
H  -5.18  -1.22  -1.78
H  -4.49  -1.79  0.46
H  -2.83  -1.62  0.17
H  -3.79  -2.78  -0.71
H  -4.49  0.90  -1.71

Results of the Löwdin charge analysis, in e, for atoms 1 through 99: number 1, N, carries 0.2204; number 2, C, carries -0.7257; number 3, N, carries 0.2132; number 4, O, carries -0.0170; number 5, H, carries 0.0764; number 6, H, carries 0.0644; number 7, H, carries 0.0761; number 8, H, carries 0.0453; number 9, N, carries 0.1709; number 10, C, carries -0.5038; number 11, N, carries 0.1196; number 12, O, carries -0.1251; number 13, H, carries 0.1072; number 14, H, carries 0.0593; number 15, H, carries 0.1026; number 16, H, carries 0.0969; number 17, C, carries -0.0106; number 18, C, carries -0.6419; number 19, C, carries -0.0175; number 20, O, carries -0.0021; number 21, H, carries 0.1100; number 22, H, carries 0.0611; number 23, H, carries 0.0481; number 24, H, carries 0.1299; number 25, H, carries 0.0581; number 26, H, carries 0.1087; number 27, H, carries 0.0307; number 28, H, carries 0.1817; number 29, C, carries -0.0279; number 30, C, carries -0.6652; number 31, C, carries -0.0310; number 32, O, carries -0.0025; number 33, H, carries 0.0702; number 34, H, carries 0.1049; number 35, H, carries 0.0629; number 36, H, carries 0.1264; number 37, H, carries 0.0933; number 38, H, carries 0.0609; number 39, H, carries 0.0738; number 40, H, carries 0.0490; number 41, C, carries 0.0034; number 42, C, carries -0.6430; number 43, C, carries -0.0383; number 44, O, carries 0.0159; number 45, H, carries 0.1131; number 46, H, carries 0.0330; number 47, H, carries 0.0681; number 48, H, carries 0.0769; number 49, H, carries 0.0474; number 50, H, carries 0.1166; number 51, H, carries 0.0415; number 52, H, carries 0.1097; number 53, C, carries 0.0084; number 54, C, carries -0.5513; number 55, C, carries -0.0183; number 56, O, carries 0.0006; number 57, H, carries 0.0414; number 58, H, carries 0.1071; number 59, H, carries 0.0288; number 60, H, carries 0.1188; number 61, H, carries 0.0912; number 62, H, carries 0.0877; number 63, H, carries 0.0367; number 64, H, carries 0.0954; number 65, C, carries -0.0275; number 66, C, carries -0.6432; number 67, C, carries -0.0153; number 68, O, carries 0.0274; number 69, H, carries 0.0591; number 70, H, carries 0.0319; number 71, H, carries 0.0822; number 72, H, carries 0.0915; number 73, H, carries 0.0695; number 74, H, carries 0.0861; number 75, H, carries 0.0821; number 76, H, carries 0.1203; number 77, C, carries -0.0377; number 78, C, carries -0.6035; number 79, C, carries -0.0459; number 80, O, carries -0.0090; number 81, H, carries 0.0621; number 82, H, carries 0.0828; number 83, H, carries 0.0968; number 84, H, carries 0.1378; number 85, H, carries 0.0896; number 86, H, carries 0.0418; number 87, H, carries 0.0957; number 88, H, carries 0.1160; number 89, C, carries -0.0250; number 90, C, carries -0.5796; number 91, C, carries -0.0333; number 92, O, carries 0.0110; number 93, H, carries 0.0308; number 94, H, carries 0.0766; number 95, H, carries 0.0999; number 96, H, carries 0.1428; number 97, H, carries 0.1015; number 98, H, carries 0.0314; number 99, H, carries 0.0680



| no. | DFT total energy (eV) |
| --- | --- |
| 1 | -6291.8625 |
| 2 | -10200.7525 |
| 3 | -22959.5252 |
| 4 | -60726.5581 |
| 5 | -129469.4456 |
| 6 | -54554.5814 |